(1)
18
Properties=species:S:1:pos:R:3 method="wB97M-V/def2-TZVPD" fmax_ev_per_a=1.32 gap_ev=9.736 smiles=C[NH2+][C@](C)([O-])N(O)O e_above_lowest_kcal_mol=121.3 total_energy_ha=-455.378291 homo_ha=-0.32892 multiplicity=1
C 0.56055 1.81190 -0.02067
N 1.18276 -0.71361 0.34506
C 0.14384 0.41327 -0.42394
O 2.39520 -0.25838 0.88376
O 1.39361 -1.72051 -0.58651
O -0.01501 0.10395 -1.62628
H 2.98480 -0.16605 0.11536
H 0.96296 -1.30655 -1.39510
H 1.44795 2.09888 -0.58398
H -0.24510 2.50128 -0.28210
H 0.77883 1.89307 1.04523
C -2.09956 -0.93349 0.03579
N -1.02303 -0.15222 0.65577
H -1.38090 0.64808 1.16708
H -0.00110 -0.79672 1.04717
H -2.72642 -1.37197 0.81254
H -1.66195 -1.73605 -0.55417
H -2.69741 -0.31488 -0.63499

---

(2)
18
Properties=species:S:1:pos:R:3 method="wB97M-V/def2-TZVPD" fmax_ev_per_a=5.10 gap_ev=10.757 smiles=C[C@@](N)(O)O[C@@H](N)O e_above_lowest_kcal_mol=34.1 total_energy_ha=-455.517328 homo_ha=-0.36609 multiplicity=1
C -0.65337 -0.59951 -0.46202
C 0.77239 1.11588 0.18575
C -1.40965 -0.59789 0.85895
N -0.47268 -1.94579 -0.89885
N 1.32778 0.86153 1.47394
O 0.78179 -0.01233 -0.58111
O 1.88758 1.88711 -0.58486
O -1.40947 0.06237 -1.42404
H 1.51990 2.08714 -1.45991
H -1.37496 -0.53861 -2.18628
H -0.11980 1.75081 0.19689
H 0.03653 -2.43304 -0.16244
H 0.17936 -1.92520 -1.68065
H 1.64686 1.75312 1.84246
H 2.17787 0.33019 1.29801
H -1.71706 0.41288 1.14280
H -0.82516 -1.04994 1.66512
H -2.34790 -1.15875 0.77623